66
Properties=species:S:1:pos:R:3:mulliken_charge:R:1 method="wB97M-V/def2-TZVPD" e_above_lowest_kj_mol=138.2 e_lumo_ev="-3.487 / -4.646" spin_multiplicity=2 gap_ev="6.297 / 5.148" charge=+1
Ru 0.12 1.48 -2.04 0.849
C 2.59 -4.71 0.94 -1.650
C 1.22 -4.10 1.28 2.069
C 0.10 -5.04 0.82 -1.582
C 1.12 -3.93 2.80 -2.087
C 1.05 -2.78 0.55 0.491
C 1.24 -2.71 -0.83 -1.292
C 1.06 -1.51 -1.49 -0.744
N 0.69 -0.40 -0.86 0.075
C 0.52 -0.42 0.46 -0.935
C 0.68 -1.60 1.18 0.368
C 0.20 0.88 1.09 -0.493
C 0.18 1.04 2.47 0.569
C -0.08 2.29 3.04 0.441
C -0.31 3.33 2.15 -0.963
C -0.29 3.10 0.79 -0.473
N -0.03 1.90 0.26 0.124
C -0.11 2.53 4.54 1.974
C -1.51 3.04 4.91 -1.589
C 0.95 3.59 4.89 -1.601
C 0.18 1.27 5.35 -2.099
H 2.75 -5.60 1.55 0.466
H 3.39 -4.00 1.16 0.381
H 2.66 -5.00 -0.10 0.335
H 0.20 -6.01 1.32 0.437
H 0.13 -5.21 -0.26 0.364
H -0.88 -4.63 1.07 0.374
H 1.29 -4.90 3.28 0.433
H 0.13 -3.58 3.10 0.399
H 1.88 -3.24 3.17 0.454
H 1.55 -3.59 -1.39 0.438
H 1.23 -1.43 -2.55 0.549
H 0.53 -1.59 2.25 0.406
H 0.37 0.20 3.11 0.429
H -0.51 4.34 2.49 0.458
H -0.48 3.91 0.10 0.230
H -1.75 3.98 4.42 0.340
H -1.57 3.20 5.99 0.458
H -2.27 2.31 4.63 0.376
H 0.76 4.53 4.38 0.333
H 1.94 3.23 4.60 0.389
H 0.95 3.77 5.96 0.453
H -0.54 0.47 5.15 0.430
H 0.12 1.51 6.41 0.425
H 1.19 0.89 5.15 0.423
Se -0.72 3.88 -2.53 -0.015
Se 0.63 4.95 -4.00 -0.138
Te 2.63 3.40 -4.57 0.121
Se 2.43 1.56 -2.97 -0.341
C -3.94 -0.10 -3.75 -1.031
S -2.80 1.22 -3.26 0.474
O -2.14 0.71 -2.00 -0.463
C -1.59 0.84 -4.55 0.574
C -0.87 -0.34 -4.42 -0.459
C 0.01 -0.71 -5.44 -0.693
C 0.19 0.12 -6.53 -0.602
C -0.52 1.31 -6.63 -0.502
C -1.43 1.67 -5.65 -0.655
H -3.40 -1.04 -3.85 0.304
H -4.39 0.19 -4.69 0.424
H -4.70 -0.18 -2.97 0.410
H -1.07 -1.00 -3.58 0.643
H 0.54 -1.66 -5.38 0.436
H 0.89 -0.16 -7.30 0.427
H -0.36 1.97 -7.48 0.448
H -2.01 2.58 -5.74 0.410

68
Properties=species:S:1:pos:R:3:mulliken_charge:R:1 method="wB97M-V/def2-TZVPD" e_lumo_ev=-4.515 gap_ev=7.299 charge=+1
C 3.28 2.36 0.18 0.074
C 3.35 2.47 -1.04 -0.340
C 2.96 2.85 -2.53 -0.707
C 1.41 2.48 -2.84 -0.633
C 0.51 2.42 -1.54 -0.294
C -1.04 2.62 -1.83 0.376
C -1.98 2.21 -0.67 -0.182
C -3.50 2.41 -0.79 -0.388
C -4.00 3.01 -2.10 -0.497
C -2.97 3.36 -3.16 -0.286
N -1.58 3.17 -2.99 0.075
H 3.07 2.21 1.28 0.261
H 3.02 3.99 -2.62 0.284
H 3.67 2.32 -3.22 0.353
H 1.46 1.48 -3.37 0.263
H 1.08 3.24 -3.62 0.232
H 0.59 1.38 -1.07 0.465
H 0.77 3.19 -0.75 0.353
H -1.55 1.79 0.28 0.125
H -4.16 2.13 0.08 0.402
H -5.10 3.19 -2.22 0.381
H -3.34 3.83 -4.11 0.379
H -0.96 3.47 -3.76 0.267
C -3.06 -1.27 -2.70 -0.323
C -1.61 -1.48 -3.01 -0.164
O -1.29 -0.86 -4.25 -0.521
H -3.69 -1.70 -3.49 0.292
H -3.33 -1.74 -1.75 0.041
H -3.29 -0.20 -2.65 0.024
H -1.36 -2.54 -3.09 0.352
H -0.99 -1.04 -2.22 0.102
H -1.50 0.07 -4.17 0.264
C -5.59 -4.68 0.49 -1.110
C -4.39 -3.92 -0.06 -0.169
O -4.77 -2.60 -0.43 -0.526
H -6.39 -4.72 -0.26 0.297
H -5.31 -5.69 0.77 0.340
H -6.00 -4.17 1.36 0.327
H -4.00 -4.42 -0.94 0.284
H -3.60 -3.87 0.69 0.261
H -5.11 -2.16 0.36 0.266
C 4.50 -0.61 2.09 -0.893
C 4.12 -0.84 3.54 -0.165
O 3.42 0.29 4.04 -0.475
H 5.13 0.27 2.00 0.341
H 5.04 -1.47 1.69 0.294
H 3.61 -0.44 1.48 0.161
H 5.01 -0.99 4.15 0.338
H 3.48 -1.72 3.64 0.180
H 2.63 0.41 3.50 0.171
C 1.01 3.08 4.21 -0.980
C -0.06 3.64 3.30 -0.291
O 0.09 3.11 1.98 -0.406
H 2.01 3.32 3.82 0.224
H 0.92 3.49 5.22 0.403
H 0.94 1.99 4.26 0.246
H 0.03 4.73 3.23 0.297
H -1.06 3.40 3.67 0.281
H 0.00 2.15 2.05 0.247
C 3.67 -4.31 0.28 -0.932
C 3.28 -4.53 1.73 -0.250
O 2.58 -3.40 2.23 -0.450
H 4.30 -3.43 0.19 0.204
H 4.22 -5.18 -0.11 0.335
H 2.79 -4.15 -0.33 0.298
H 4.17 -4.68 2.35 0.287
H 2.64 -5.42 1.83 0.284
H 1.79 -3.28 1.69 0.248

11
Properties=species:S:1:pos:R:3:mulliken_charge:R:1 method="wB97M-V/def2-TZVPD" e_above_lowest_kj_mol=317.7 e_lumo_ev=0.996 gap_ev=10.373
N 1.32 -0.17 0.22 -0.669
C 0.17 -0.62 -0.57 -0.164
C -1.09 -0.75 0.28 -0.381
O -1.03 0.66 0.64 -0.402
C 0.13 0.77 -0.12 0.663
O 0.46 2.01 -0.49 -0.534
H 1.30 -0.44 1.20 0.232
H 1.43 1.93 -0.52 0.367
H 0.35 -1.07 -1.53 0.383
H -1.99 -0.96 -0.30 0.263
H -1.05 -1.37 1.17 0.242

87
Properties=species:S:1:pos:R:3:mulliken_charge:R:1 method="wB97M-V/def2-TZVPD" e_lumo_ev="-7.976 / -7.976" gap_ev="5.728 / 5.729" charge=+2
Tc -0.01 -0.33 -1.31 0.661
O 3.22 -1.06 1.54 -0.431
C 2.27 -1.50 1.01 -0.276
O 0.96 -1.20 1.58 0.229
C 2.20 -2.31 -0.23 1.102
C 3.23 -3.19 -0.49 -0.902
C 3.17 -3.98 -1.64 -0.881
C 2.10 -3.83 -2.50 -0.700
C 1.14 -2.88 -2.20 0.287
N 1.17 -2.15 -1.08 1.025
C 0.06 -2.48 -3.16 -0.014
O -0.31 -3.16 -4.06 -0.499
O -0.41 -1.22 -2.92 -0.363
H 4.07 -3.25 0.19 0.631
H 3.95 -4.69 -1.86 0.541
H 2.01 -4.39 -3.42 0.605
C 1.49 4.95 -5.55 -1.623
C 0.90 4.01 -4.54 0.193
C -0.48 3.91 -4.36 -1.000
C -1.00 3.07 -3.41 -0.125
C -0.16 2.26 -2.63 0.077
N -0.73 1.45 -1.63 1.393
C -1.67 2.08 -0.82 -0.185
C -1.54 3.46 -0.55 0.020
C -2.47 4.13 0.20 -1.095
C -3.59 3.47 0.69 0.662
C -4.65 4.20 1.47 -1.666
C -3.71 2.09 0.47 -0.825
C -2.75 1.38 -0.22 -1.035
C -2.84 -0.13 -0.40 2.131
O -1.58 -0.75 -0.35 -0.831
C -3.57 -0.44 -1.76 0.394
F -4.80 0.06 -1.76 -0.244
F -3.62 -1.75 -1.99 -0.230
F -2.90 0.13 -2.78 -0.192
C -3.62 -0.83 0.76 0.215
F -3.47 -2.15 0.69 -0.263
F -3.08 -0.42 1.93 -0.093
F -4.92 -0.55 0.78 -0.242
C 1.24 2.29 -2.84 -1.593
C 1.73 3.20 -3.76 -0.464
C 2.22 1.47 -2.01 1.512
O 1.67 0.44 -1.23 0.107
C 3.18 0.68 -2.97 0.488
F 4.07 1.47 -3.56 -0.233
F 3.85 -0.28 -2.31 -0.237
F 2.44 0.07 -3.91 -0.267
C 3.02 2.36 -1.01 0.567
F 4.05 1.69 -0.49 -0.236
F 2.19 2.70 -0.01 -0.215
F 3.48 3.48 -1.56 -0.245
H 0.90 5.86 -5.64 0.414
H 1.51 4.48 -6.53 0.329
H 2.52 5.22 -5.30 0.415
H -1.14 4.50 -4.98 0.490
H -2.07 2.97 -3.28 0.600
H -0.66 3.98 -0.92 0.603
H -2.33 5.19 0.41 0.452
H -4.61 5.27 1.28 0.420
H -4.49 4.05 2.54 0.316
H -5.64 3.82 1.23 0.420
H -4.58 1.59 0.86 0.701
H 2.80 3.30 -3.90 0.549
O -0.73 -3.10 1.47 -0.760
S 0.14 -2.37 2.32 1.823
C -0.65 -1.44 3.55 0.375
C -0.22 -0.16 3.87 -0.007
C -0.87 0.49 4.91 -0.960
C -1.89 -0.15 5.60 -0.549
C -2.29 -1.45 5.26 -0.787
C -1.66 -2.11 4.23 -0.549
C 1.35 -3.42 3.01 0.336
C 2.22 -2.94 3.98 -0.427
C 3.13 -3.82 4.53 -0.881
C 3.15 -5.15 4.12 -0.502
C 2.26 -5.61 3.15 -0.868
C 1.34 -4.75 2.59 -0.468
H 0.57 0.33 3.32 0.573
H -0.57 1.49 5.19 0.491
H -2.39 0.36 6.42 0.462
H -3.08 -1.94 5.81 0.482
H -1.97 -3.11 3.94 0.496
H 2.20 -1.90 4.30 0.446
H 3.82 -3.48 5.29 0.459
H 3.85 -5.84 4.57 0.455
H 2.27 -6.65 2.85 0.480
H 0.62 -5.08 1.85 0.539